This record from OMol25 describes a cluster of 13 separate species, C29H88N22O15 in total at a distorted geometry. The level of theory is ωB97M-V/def2-TZVPD.

Structure (XYZ):
```
154
C29H88N22O15 ωB97M-V/def2-TZVPD
C -4.4875 -1.7619 -5.2011
C -2.9328 -1.6938 -4.9806
C -2.5553 -0.4127 -4.1724
O -1.1614 -0.3592 -3.8167
C -0.6760 0.8688 -3.3332
N -2.5030 -2.9784 -4.1782
H -4.8277 -1.1212 -6.0442
H -5.0640 -1.4685 -4.2812
H -4.7813 -2.7252 -5.5518
H -2.3925 -1.7219 -5.9625
H -3.2288 -0.4327 -3.3026
H -2.8072 0.4722 -4.7951
H -1.0760 1.0511 -2.3026
H -0.8199 1.7403 -3.9717
H 0.4188 0.7592 -3.2913
H -2.6057 -3.8467 -4.7003
H -1.5100 -2.8960 -4.0478
C 4.5708 -1.3471 0.1604
C 5.1657 -2.7158 0.0154
C 4.8198 -3.5323 1.2744
O 5.4360 -2.9144 2.4170
C 4.5262 -3.0254 3.5045
N 4.5208 -3.3591 -1.1714
H 4.6995 -0.8374 -0.8486
H 5.1144 -0.6975 0.8961
H 3.4749 -1.3875 0.4410
H 6.2833 -2.6677 -0.1072
H 5.1779 -4.5805 1.2415
H 3.7532 -3.5514 1.4888
H 4.3503 -4.0410 3.8837
H 3.5324 -2.6015 3.2810
H 4.9343 -2.4499 4.3430
H 4.7021 -2.7725 -1.9748
H 4.7358 -4.3377 -1.2689
C 3.5338 7.7036 -0.5607
O 3.3717 6.6221 0.2755
C 3.4824 5.4561 -0.5317
C 3.7964 4.2579 0.3587
N 4.1212 3.1481 -0.5019
C 3.0228 2.4504 -1.1411
C 3.2164 2.4442 -2.6864
O 3.1902 3.7874 -3.1686
C 3.5928 3.9279 -4.4899
H 3.0206 8.5608 -0.1033
H 3.1680 7.5780 -1.5748
H 4.5815 7.9535 -0.5337
H 4.3138 5.4436 -1.2975
H 2.5299 5.2747 -1.0635
H 2.9310 4.0392 0.9870
H 4.6425 4.4111 1.0158
H 4.7788 2.5032 -0.1764
H 2.0841 2.9747 -0.9293
H 2.9320 1.4755 -0.7134
H 2.5145 1.7939 -3.2574
H 4.2122 2.0456 -2.8889
H 4.5603 3.4651 -4.6999
H 3.7130 4.9523 -4.7852
H 2.8054 3.4160 -5.0621
C -1.8328 -2.4639 4.4890
O -1.1898 -3.5904 3.8365
C -0.3444 -3.0430 2.8501
C 0.4301 -4.1562 2.1429
N -0.4720 -4.9783 1.4170
C -0.2205 -6.4028 1.5123
C 0.7522 -6.8926 0.5106
O 0.3322 -6.7586 -0.8594
C -0.9495 -7.2976 -1.2464
H -2.3844 -2.9019 5.3288
H -2.5781 -1.9747 3.8144
H -1.1335 -1.6652 4.8593
H 0.4246 -2.3859 3.3378
H -0.8620 -2.4238 2.0746
H 0.9317 -4.7563 2.8767
H 1.1523 -3.6429 1.5305
H -1.4433 -4.8044 1.6881
H -1.1386 -6.9769 1.3290
H 0.1990 -6.6529 2.4965
H 1.1700 -7.9332 0.6891
H 1.6256 -6.2341 0.6010
H -1.7315 -6.6029 -0.9389
H -1.0855 -8.2322 -0.7164
H -0.9536 -7.3573 -2.3148
C 1.7694 1.8068 3.5998
O 1.7319 2.8129 4.2878
N 0.9604 0.6825 3.8775
N 2.6766 1.5767 2.6036
H 0.9130 -0.0514 3.1384
H 0.1251 0.9128 4.4107
H 3.2747 2.3529 2.3413
H 2.5483 0.8625 1.8492
C -2.9258 4.8043 -0.6387
O -2.2768 5.8482 -0.6399
N -2.7047 3.8794 0.2906
N -3.9362 4.7422 -1.5556
H -1.8773 4.0542 0.8415
H -3.2612 3.0450 0.4472
H -4.5957 3.9815 -1.6217
H -4.1945 5.5796 -2.0015
C 0.0632 0.0229 0.5292
O 1.2952 -0.1876 0.4763
N -0.8469 -0.8837 0.0892
N -0.4886 1.1937 0.8430
H -1.8325 -0.6917 -0.0005
H -0.4888 -1.7765 -0.2101
H 0.1580 1.8380 1.2205
H -1.5000 1.3032 0.8926
C -5.2045 0.6398 -2.3305
O -5.7246 -0.3950 -2.0506
N -5.6823 1.2691 -3.4737
N -4.1794 1.1925 -1.5318
H -6.4558 0.7808 -3.9055
H -5.5190 2.2455 -3.7161
H -3.9965 0.8208 -0.6236
H -3.5621 1.8638 -1.9165
C -3.0375 -3.5203 -0.5940
O -3.2624 -3.5401 0.6264
N -1.9976 -4.2015 -1.1638
N -3.9299 -2.9107 -1.3748
H -1.8201 -3.8907 -2.1216
H -1.2540 -4.4336 -0.5333
H -4.7411 -2.4528 -1.0350
H -3.7133 -2.7641 -2.3860
C -3.6423 0.4157 2.1717
O -3.3125 0.9777 1.1149
N -3.7594 1.0176 3.3657
N -4.0404 -0.8344 2.1443
H -3.7500 0.4864 4.2366
H -3.3563 1.9697 3.4141
H -4.6289 -1.0971 2.9184
H -3.8675 -1.5279 1.4482
C -2.2412 3.4123 5.1401
O -3.0184 3.2067 6.0666
N -0.8468 3.2052 5.2594
N -2.6210 3.6937 3.8646
H -0.5019 2.9964 6.1692
H -0.2256 3.6561 4.5479
H -3.4897 4.2033 3.7909
H -1.8749 4.0356 3.2255
C 0.9920 -3.2136 -2.4985
O 0.2121 -3.6237 -3.3606
N 1.4365 -1.9303 -2.5418
N 1.4057 -4.0075 -1.5010
H 2.0009 -1.5904 -1.8032
H 0.8096 -1.2355 -2.9001
H 2.1863 -3.6979 -0.9308
H 1.0108 -4.9135 -1.4548
C 0.3324 5.0912 1.9168
O -0.4082 4.1377 2.2912
N 1.4457 5.5600 2.5678
N 0.0787 5.7106 0.7484
H 2.0862 6.1079 1.9858
H 1.7277 4.9612 3.3412
H 0.6839 6.4104 0.4466
H -0.9309 5.7924 0.4528
```

gap between HOMO and LUMO: 9.246 eV
highest occupied orbital energy: -8.9 eV
E_LUMO: 0.361 eV

This record from OMol25 describes a cluster of 2 separate species, C6H15O2PS2 in total at a distorted geometry. The level of theory is ωB97M-V/def2-TZVPD.

Structure (XYZ):
```
26
C6H15O2PS2 ωB97M-V/def2-TZVPD
C 0.7253 -2.6264 1.1216
C 0.9402 1.7061 -1.8641
C 1.7278 2.4781 0.4757
C 0.4891 -2.0343 -0.3078
C 0.6211 1.6827 -0.3828
C 0.3947 0.3725 0.1438
O -1.9197 -1.0338 1.4067
O 0.9988 -0.6283 -0.5127
P -2.0943 -0.1198 0.0967
S -3.2855 1.3591 0.5712
S -3.2169 -1.4438 -1.3472
H 1.8131 -2.2702 1.4777
H -0.0204 -2.3195 1.8319
H 0.7071 -3.6940 1.1213
H 0.6091 0.8145 -2.4786
H 1.9368 1.7264 -1.9986
H 0.5758 2.6335 -2.3072
H 2.5460 1.8564 0.7664
H 1.2855 2.8756 1.3263
H 1.9358 3.3230 -0.1279
H -0.6507 -2.0745 -0.3839
H 0.8523 -2.8488 -0.9797
H -0.3605 2.2454 -0.1498
H 0.3055 0.1921 1.2744
H -2.4000 -1.1646 2.2942
H -4.5160 -1.0072 -1.0679
```

gap between HOMO and LUMO: 7.289 eV
highest occupied orbital energy: -7.8 eV
E_LUMO: -0.537 eV

This record from OMol25 describes a structure of composition C6H8CoLiO6 at a distorted geometry. The level of theory is ωB97M-V/def2-TZVPD.

Structure (XYZ):
```
22
C6H8CoLiO6 ωB97M-V/def2-TZVPD
O -2.2160 0.4070 0.5513
C -1.3790 -0.5264 0.0757
C -2.4255 1.3875 -0.4845
O -0.0799 -0.0697 -0.1332
O -2.0302 -0.6948 -1.5434
C -2.6667 0.5415 -1.7454
H -1.5330 2.0189 -0.5865
H -3.2994 1.9837 -0.2001
H -2.2332 1.0645 -2.6141
H -3.7449 0.3738 -1.8973
O 1.1223 -0.7745 1.6969
C 0.9138 -0.9770 0.3413
C 1.9570 0.3673 1.8191
O 0.6702 -2.2496 0.0389
O 2.1226 -0.5747 -0.2900
C 2.8920 0.2247 0.6141
H 2.4773 0.3193 2.7799
H 1.3588 1.2884 1.7669
H 3.8145 -0.3154 0.8627
H 3.1339 1.1836 0.1425
Co -1.1596 -2.5044 -0.2906
Li 2.3050 -2.4738 -0.9041
```

2S+1: 4
gap between HOMO and LUMO (alpha / beta): 7.809 / 8.246 eV
total charge: +1
⟨S²⟩: 3.760
highest occupied orbital energy (alpha / beta): -12.4 / -12.8 eV
E_LUMO (alpha / beta): -4.600 / -4.583 eV

What are the total energy values for these records? In order: -3491.28241 -1525.74499 -2074.87408 Ha.